{
  "formula": "C14H56BeN28O14",
  "method": "ωB97M-V with the def2-TZVPD basis set",
  "species": ["Be", "C", "O", "N", "N", "H", "H", "H", "H", "C", "O", "N", "N", "H", "H", "H", "H", "C", "O", "N", "N", "H", "H", "H", "H", "C", "O", "N", "N", "H", "H", "H", "H", "C", "O", "N", "N", "H", "H", "H", "H", "C", "O", "N", "N", "H", "H", "H", "H", "C", "O", "N", "N", "H", "H", "H", "H", "C", "O", "N", "N", "H", "H", "H", "H", "C", "O", "N", "N", "H", "H", "H", "H", "C", "O", "N", "N", "H", "H", "H", "H", "C", "O", "N", "N", "H", "H", "H", "H", "C", "O", "N", "N", "H", "H", "H", "H", "C", "O", "N", "N", "H", "H", "H", "H", "C", "O", "N", "N", "H", "H", "H", "H"],
  "coordinates": [[0.00206, 0.20073, -0.20951], [-0.05411, -1.04013, -3.43906], [0.17086, -0.13619, -2.65921], [0.34758, -2.29243, -3.36150], [-0.84215, -0.99911, -4.45994], [0.84478, -2.46702, -2.49987], [0.16002, -3.06834, -3.98027], [-1.32149, -0.11625, -4.56429], [-0.91572, -1.75871, -5.12152], [3.33738, -2.34701, -1.49706], [2.13471, -2.52355, -1.23244], [4.17111, -3.27022, -1.93871], [3.92904, -1.18716, -1.54209], [3.75706, -4.11048, -1.56105], [5.12112, -2.99184, -2.13890], [4.92014, -1.03716, -1.66589], [3.34563, -0.38145, -1.36727], [1.92619, -1.29811, 2.44639], [1.19781, -1.18399, 1.46150], [3.12100, -0.85628, 2.39230], [1.70061, -2.10183, 3.46696], [3.79845, -0.92818, 3.13797], [3.42239, -0.49267, 1.49954], [0.76507, -2.48232, 3.47654], [2.42056, -2.08330, 4.17508], [0.76205, 3.01862, 2.54646], [0.86626, 1.87291, 2.12264], [0.39707, 3.27526, 3.76227], [1.06268, 4.11480, 1.87692], [0.19400, 4.18666, 4.14726], [0.36480, 2.42362, 4.30426], [1.41208, 3.85358, 0.96599], [1.07548, 4.99901, 2.36488], [1.79183, -5.91973, -2.52777], [2.92814, -6.03235, -2.12478], [0.78942, -5.19605, -2.08503], [1.56633, -6.75034, -3.44785], [0.89306, -4.47167, -1.38889], [-0.19807, -5.33781, -2.24274], [0.71790, -6.73352, -3.99556], [2.31783, -7.17431, -3.97283], [-1.83872, -1.51618, 5.07710], [-1.57548, -0.54212, 5.73488], [-1.40471, -1.72671, 3.86323], [-2.42209, -2.54348, 5.62120], [-1.25026, -0.89771, 3.30736], [-1.98720, -2.46397, 3.49278], [-2.88179, -2.34137, 6.49751], [-2.43648, -3.46580, 5.20985], [1.40306, 3.96358, -4.26137], [0.80237, 4.87475, -3.69024], [1.26054, 2.71533, -3.95459], [2.13142, 4.03382, -5.32304], [0.89791, 2.60880, -3.01797], [1.69977, 1.96289, -4.46548], [2.12627, 4.87457, -5.88271], [2.61348, 3.23786, -5.71568], [-3.40395, -0.60755, -1.57535], [-2.45880, 0.14912, -1.31138], [-3.48328, -1.90491, -1.43707], [-4.58591, -0.14590, -1.78470], [-4.11111, -2.60493, -1.80569], [-2.65038, -2.24379, -0.97714], [-4.67799, 0.85022, -1.92382], [-5.33610, -0.81078, -1.90832], [-2.41390, 0.95189, 2.27645], [-1.55686, 0.35253, 1.58028], [-3.52080, 0.38074, 2.59846], [-2.39350, 2.12896, 2.76515], [-3.79483, -0.54985, 2.31737], [-4.10420, 0.76087, 3.33005], [-1.61037, 2.74898, 2.91480], [-3.14756, 2.27506, 3.42102], [-0.80852, -3.43305, 0.44647], [-0.84423, -2.36112, -0.10115], [0.31462, -3.87212, 0.95734], [-1.92029, -4.02609, 0.72823], [0.20020, -4.60154, 1.64652], [1.12922, -3.27576, 0.92768], [-1.88304, -4.77120, 1.40906], [-2.71997, -3.41010, 0.69396], [-1.17865, 3.74078, -0.46802], [-0.76064, 2.61063, -0.54007], [-2.44381, 4.05253, -0.30345], [-0.54982, 4.86973, -0.68343], [-2.59684, 5.05066, -0.32425], [-3.16203, 3.34301, -0.27481], [0.42965, 4.79118, -0.91704], [-0.92463, 5.80393, -0.60048], [1.31704, 1.27566, 6.28268], [2.36032, 1.84434, 6.28017], [0.84074, 0.67782, 5.24937], [0.45170, 1.42860, 7.17266], [-0.14987, 0.51959, 5.36661], [1.36312, 0.34704, 4.45075], [-0.45460, 1.00439, 7.03558], [0.60164, 2.15027, 7.86316], [3.08988, 1.81760, -0.60673], [2.21576, 0.97449, -0.73173], [3.50602, 2.45310, 0.41343], [3.65950, 2.26916, -1.73064], [3.94748, 3.33091, 0.17960], [3.02848, 2.43847, 1.30328], [3.32967, 2.06354, -2.66285], [4.24094, 3.08726, -1.61782], [-3.12716, 1.73814, -5.13914], [-3.36621, 1.97334, -6.33800], [-1.92809, 1.82092, -4.67409], [-3.93164, 1.63434, -4.15973], [-1.84994, 1.90644, -3.67076], [-1.25847, 2.20824, -5.32347], [-4.93429, 1.66898, -4.27637], [-3.52274, 1.17534, -3.35835]],
  "forces_ev_per_a": [[-0.07, -0.05, 0.26], [-0.54, -3.26, -0.56], [0.60, 2.19, 2.65], [2.68, -1.96, 2.87], [-2.86, 2.91, -3.03], [0.58, -0.65, -0.09], [-0.11, 0.60, 0.16], [-0.21, 0.01, -0.90], [-0.14, 0.55, 0.20], [-0.43, -0.08, -1.25], [0.45, -0.10, 0.75], [-0.93, -1.85, 0.51], [0.17, 4.48, 0.77], [1.38, -1.73, -0.87], [-0.18, -1.04, 0.28], [-0.38, -0.27, -0.01], [0.07, 0.02, -0.06], [-1.17, -1.45, -1.59], [-2.29, 0.65, -1.11], [4.83, 2.70, -0.39], [-1.04, -0.44, 0.87], [-0.11, 0.01, -0.24], [0.02, 0.15, 0.28], [0.21, -0.02, 1.03], [-0.86, -0.72, 0.42], [0.73, -0.30, -0.52], [0.36, -0.69, -0.75], [-1.82, -0.38, 3.38], [0.54, 0.48, -1.98], [0.33, -0.33, 0.01], [-0.09, 0.16, 0.87], [-0.06, 1.25, -0.10], [0.38, -0.03, -0.84], [2.32, -0.28, 1.93], [2.48, 2.45, 2.72], [-2.68, 2.79, 1.78], [-3.47, -4.22, -6.65], [0.90, -0.24, 0.00], [0.44, -0.63, -0.62], [-0.12, 0.04, 0.14], [0.16, 0.12, 0.72], [1.31, 0.53, 1.78], [-0.41, 2.68, 0.95], [0.43, -0.80, -3.07], [-2.24, -2.39, 1.75], [0.20, -0.20, -0.59], [0.43, 0.31, -1.23], [0.19, -0.60, 0.01], [-0.23, 0.26, 0.33], [-1.98, 2.26, 0.51], [0.63, 0.02, 0.16], [-1.04, -4.07, 3.14], [2.89, 2.24, -4.29], [-0.15, -0.98, -0.14], [-0.35, 0.03, 0.44], [0.15, -0.07, 0.19], [-0.24, 0.34, 0.08], [0.88, 1.04, 1.47], [0.93, -0.32, -0.28], [2.80, -3.94, 1.17], [-3.78, 2.67, -1.39], [-0.11, 0.77, -0.18], [0.46, -0.53, -0.35], [-0.60, -0.37, 0.08], [-0.19, 0.78, -0.09], [3.06, -2.34, -2.93], [0.50, 0.07, -0.45], [-4.64, -3.44, 1.16], [0.59, 5.00, 2.18], [0.48, 0.28, -0.24], [0.01, -0.17, -0.27], [0.29, -0.49, -0.40], [0.34, 0.72, -0.14], [2.26, 2.58, 0.92], [-0.42, 3.28, -2.79], [1.22, -2.18, 1.04], [-3.40, -2.70, 1.08], [0.87, 0.00, -0.15], [-0.06, 0.02, -0.18], [-0.58, -0.03, -0.22], [-0.08, -0.50, 0.10], [-1.52, 0.51, -0.72], [1.91, -2.54, 0.03], [-3.03, -0.10, 0.97], [4.27, 1.64, -0.41], [-1.21, -0.67, 0.04], [0.09, 0.44, 0.10], [-0.21, 0.40, -0.25], [0.07, -0.46, -0.16], [3.40, 1.63, -2.08], [4.30, 1.33, 0.34], [-2.18, -2.80, -4.31], [-5.12, 0.88, 5.90], [0.09, -1.15, -1.15], [-0.09, 0.28, 0.41], [0.01, 0.19, 0.76], [-0.15, -0.38, 0.03], [-1.75, -0.23, -4.20], [-2.35, -2.17, 1.08], [1.14, 2.46, 4.48], [1.53, 0.88, -1.38], [0.25, -0.18, 0.69], [-0.10, -0.50, -0.01], [-0.20, -0.14, 0.45], [0.14, -0.28, -0.68], [-0.44, 2.66, -6.50], [-0.40, -0.90, 1.28], [5.27, -0.39, 0.95], [-4.94, -1.27, 4.02], [0.90, 0.41, -0.29], [0.23, -0.05, 0.52], [0.26, -0.33, -0.14], [-0.66, 0.19, 0.02]],
  "mulliken_charge": [0.714, 0.295, 0.256, -0.189, -0.310, -0.222, 0.186, 0.296, 0.157, 0.485, -0.165, -0.432, -0.283, 0.247, 0.161, 0.246, -0.191, -0.108, -0.008, -0.325, -0.246, 0.215, 0.156, 0.177, 0.218, 0.255, -0.177, -0.358, -0.317, 0.165, 0.217, 0.026, 0.188, 0.673, -0.715, -0.189, -0.432, -0.171, 0.235, 0.168, 0.272, 0.558, -0.764, -0.074, -0.422, -0.396, 0.228, 0.270, 0.161, 0.804, -0.678, 0.052, -0.396, -0.402, 0.227, 0.263, 0.139, 0.339, 0.078, -0.390, -0.362, 0.208, -0.150, 0.281, 0.144, -0.116, 0.210, -0.199, -0.264, 0.218, 0.167, 0.120, 0.192, 0.343, 0.277, -0.225, -0.458, 0.215, 0.009, 0.224, 0.233, 0.420, -0.439, -0.409, -0.302, 0.122, 0.181, 0.157, 0.166, 0.819, -0.694, -0.186, -0.344, 0.215, -0.100, 0.182, 0.228, 0.510, 0.173, -0.359, -0.464, 0.287, 0.079, 0.166, 0.174, 0.543, -0.716, -0.268, -0.329, 0.011, 0.065, 0.210, 0.070],
  "energy_ev": -86210.2564,
  "homo_lumo_gap_ev": 8.0,
  "total_charge": 2,
  "e_lumo_ev": -5.1
}